[1]
Density functional theory data (ωB97M-V/def2-TZVPD) for one molecule with the formula C27H30N6O4.

Geometry as XYZ:
```
67
Properties=species:S:1:pos:R:3:forces:R:3
H -2.520 -2.833 0.334 0.33 0.07 -0.12
N -2.109 -2.267 1.068 -0.32 0.02 0.14
C -0.927 -1.875 0.808 -0.46 -0.40 -0.28
C -0.180 -2.057 -0.439 0.33 0.12 -0.03
C -0.874 -2.761 -1.550 0.31 0.19 -0.24
O -1.638 -3.695 -1.377 -0.19 -0.17 0.13
N -0.584 -2.281 -2.786 0.30 -0.06 -0.25
C -1.379 -2.654 -3.929 -0.15 -0.05 -0.15
C -2.328 -1.515 -4.339 0.08 -0.11 0.21
N -2.944 -0.915 -3.168 0.02 0.11 -0.13
C -3.472 0.422 -3.380 -0.31 0.04 -0.12
C -4.816 0.415 -4.119 0.30 0.19 0.03
O -5.767 -0.369 -3.434 -0.06 0.03 0.08
C -5.305 -1.694 -3.258 0.22 -0.15 0.15
C -3.965 -1.725 -2.515 -0.34 -0.05 -0.11
C 1.066 -1.545 -0.580 -0.34 -0.14 0.12
C 1.688 -0.844 0.485 0.04 0.02 0.35
C 2.946 -0.204 0.300 -0.36 -0.19 -0.21
O 3.601 -0.154 -0.727 0.07 -0.01 -0.03
N 3.431 0.478 1.467 -0.27 -0.08 0.36
C 4.623 1.126 1.376 0.78 0.41 -0.02
C 5.158 1.788 2.430 -0.06 -0.15 -0.33
C 4.460 1.801 3.657 -0.36 -0.20 0.04
C 3.265 1.160 3.755 0.42 0.23 0.09
C 2.703 0.488 2.638 -0.08 -0.10 -0.19
N 1.523 -0.063 2.752 -0.24 -0.25 0.17
C 0.981 -0.680 1.689 1.07 0.06 -0.30
N -0.277 -1.146 1.810 0.18 -0.01 0.16
C -1.081 -0.708 2.934 -0.42 0.08 0.52
C -1.837 0.585 2.557 0.20 -0.16 -0.03
C -0.857 1.581 2.012 -0.30 0.16 -0.16
C -0.545 1.582 0.660 -0.21 0.15 0.27
C 0.521 2.315 0.164 0.32 0.20 -0.16
C 1.296 3.075 1.030 -0.05 -0.05 0.06
O 2.423 3.760 0.675 -0.19 0.03 0.31
C 2.874 3.661 -0.656 0.05 -0.01 -0.19
C 0.934 3.150 2.376 0.06 0.12 -0.08
C -0.123 2.407 2.856 0.00 0.18 -0.21
H -0.088 -1.407 -2.855 -0.11 -0.03 0.18
H -1.935 -3.548 -3.641 0.10 0.07 -0.11
H -0.727 -2.902 -4.772 -0.13 -0.06 0.04
H -1.743 -0.731 -4.829 -0.07 -0.02 -0.05
H -3.045 -1.910 -5.076 0.09 0.05 -0.04
H -2.744 1.021 -3.932 0.00 0.03 0.02
H -3.618 0.870 -2.392 -0.02 0.09 -0.06
H -5.235 1.422 -4.171 0.07 -0.03 -0.08
H -4.680 0.031 -5.143 -0.03 0.05 0.05
H -6.075 -2.209 -2.681 0.06 -0.07 -0.06
H -5.209 -2.185 -4.239 -0.05 0.01 0.06
H -3.614 -2.750 -2.410 -0.01 -0.02 0.07
H -4.107 -1.307 -1.513 -0.05 -0.11 0.02
H 1.639 -1.664 -1.489 -0.02 -0.03 -0.12
H 5.091 1.056 0.404 -0.06 -0.02 0.05
H 6.103 2.295 2.328 0.08 0.01 -0.09
H 4.878 2.322 4.505 -0.01 0.04 0.12
H 2.686 1.145 4.662 -0.08 -0.01 0.08
H -0.408 -0.523 3.770 -0.16 -0.08 -0.07
H -1.792 -1.502 3.159 0.16 0.11 0.07
H -2.335 0.967 3.448 -0.08 -0.01 0.02
H -2.589 0.335 1.809 -0.06 0.02 0.05
H -1.123 0.975 -0.023 -0.07 -0.11 -0.07
H 0.750 2.262 -0.889 0.06 0.01 -0.10
H 2.153 4.093 -1.357 0.02 -0.02 0.02
H 3.799 4.233 -0.695 -0.05 -0.04 -0.05
H 3.078 2.623 -0.939 -0.02 -0.01 0.00
H 1.523 3.773 3.030 0.08 0.08 0.09
H -0.364 2.444 3.908 -0.01 -0.02 0.16
```
Forces are in eV/Å.

Computed properties:
Gap between HOMO and LUMO, eV: 7.42
SMILES string: [H]/N=c1\c(C(=O)NCCN2CCOCC2)cc2c(=O)n3ccccc3nc2n1CCc1ccc(OC)cc1
E_tot, hartree: -1676.40800
HOMO level, eV: -7.85
F_max, hartree/bohr: 0.022
Energy relative to the best compared isomer or geometry (same formula, charge and spin), kJ/mol: 20.5
LUMO energy, eV: -0.428

Results of the natural (NBO) charge analysis, in e, for atoms 1 through 6:
1 H 0.3817
2 N -0.7215
3 C 0.4160
4 C -0.1707
5 C 0.6651
6 O -0.6412

=====

[2]
Density functional theory data (ωB97M-V/def2-TZVPD) for a 2-piece molecular cluster, C3H11N2O overall.

Geometry as XYZ:
```
17
Properties=species:S:1:pos:R:3:forces:R:3
C 1.741 0.917 0.878 0.50 -0.06 -1.01
C 1.267 -0.512 -0.958 0.23 -0.97 1.51
C -1.904 -0.067 -0.138 1.32 2.43 2.10
N -2.017 -0.898 0.872 0.26 -1.87 -1.72
N 1.005 0.841 -0.434 0.48 -2.10 1.57
O -2.859 0.481 -0.777 -2.94 -1.79 0.19
H 1.320 0.183 1.581 0.11 0.32 -0.12
H 2.842 0.651 0.695 -1.44 0.57 0.58
H 1.598 1.937 1.230 0.32 -0.15 0.41
H 0.424 -1.188 -0.614 0.89 0.38 -1.20
H 1.640 -0.567 -1.961 -1.28 0.17 -1.19
H 2.182 -0.973 -0.541 -0.38 0.24 0.74
H -0.958 0.530 -0.156 0.25 -0.65 -0.99
H -1.079 -1.393 1.051 -2.28 0.69 0.30
H -2.938 -1.402 0.852 1.44 -0.05 0.87
H 1.503 1.440 -1.020 0.54 1.52 -1.22
H -3.768 0.021 -0.559 1.96 1.33 -0.81
```
Forces are in eV/Å.

Computed properties:
Total charge: +1
Gap between HOMO and LUMO, eV: 9.11
E_tot, hartree: -305.33800
HOMO level, eV: -13.52
F_max, hartree/bohr: 0.067
Energy relative to the best compared isomer or geometry (same formula, charge and spin), kJ/mol: 301.2
LUMO energy, eV: -4.412

Results of the natural (NBO) charge analysis, in e, for atoms 1 through 6:
1 C -0.4199
2 C -0.4415
3 C 0.5351
4 N -0.7147
5 N -0.6406
6 O -0.5394

=====

[3]
Density functional theory data (ωB97M-V/def2-TZVPD) for CH2ClIO as an isolated structure.

Geometry as XYZ:
```
6
Properties=species:S:1:pos:R:3:forces:R:3
C 0.844 -0.846 0.328 0.02 -2.08 -1.31
O -0.952 1.429 -1.058 0.42 -0.97 1.38
Cl 0.753 0.265 1.492 0.05 1.51 1.78
I 0.521 -2.806 1.138 0.11 0.41 -0.24
H -0.780 0.962 -0.176 -0.31 1.02 -2.36
H -0.385 0.996 -1.725 -0.31 0.11 0.74
```
Forces are in eV/Å.

Computed properties:
Gap between HOMO and LUMO, eV: 7.86
E_tot, hartree: -872.30046
HOMO level, eV: -9.49
F_max, hartree/bohr: 0.050
Energy relative to the best compared isomer or geometry (same formula, charge and spin), kJ/mol: 295.0
LUMO energy, eV: -1.629

Want to see where the charge sits? The natural (NBO) charges in e are:
1 C -0.2699
2 O -0.9435
3 Cl 0.1285
4 I 0.1443
5 H 0.4624
6 H 0.4781

=====

[4]
Density functional theory data (ωB97M-V/def2-TZVPD) for C24H34N2O12Pb as an isolated structure.

Geometry as XYZ:
```
73
Properties=species:S:1:pos:R:3:forces:R:3
Pb 1.770 -34.065 15.403 0.28 0.97 0.91
C 3.596 -38.676 18.724 -0.41 -0.18 -1.76
C 3.012 -39.793 18.053 0.50 -0.24 0.16
C 2.919 -39.731 16.490 -0.75 -0.13 -0.44
O 2.587 -40.758 15.888 0.22 0.18 0.14
C 3.053 -38.464 15.835 0.76 -0.32 0.73
C 3.472 -37.342 16.538 -1.90 0.28 -1.24
C 3.871 -37.501 17.990 1.40 0.66 2.34
O 4.442 -36.516 18.568 -0.56 -0.33 -1.03
O 3.324 -36.168 16.042 0.94 -0.23 0.45
O 2.633 -40.845 18.579 0.04 0.13 0.19
H 3.936 -38.763 19.745 -0.17 0.12 0.16
H 2.803 -38.410 14.782 -0.05 0.09 -0.02
C 0.640 -29.696 13.954 -0.34 0.95 1.02
C -0.127 -28.650 14.555 -0.59 -0.13 0.54
C -0.683 -28.833 16.023 0.69 -0.56 0.63
O -1.184 -27.880 16.607 -0.26 0.11 -0.30
C -0.480 -30.125 16.642 -0.07 0.79 -1.49
C 0.296 -31.065 16.002 -0.41 -1.51 2.07
C 0.851 -30.889 14.624 -0.19 0.41 -2.24
O 1.351 -31.874 13.985 0.60 -0.92 0.95
O 0.513 -32.190 16.617 0.50 -0.22 -1.02
O -0.483 -27.626 13.987 0.15 0.42 -0.44
H 0.946 -29.486 12.939 0.17 -0.45 -0.10
H -0.984 -30.387 17.561 0.21 0.13 0.21
C 5.372 -35.004 13.712 -0.29 -1.28 -0.45
O 4.046 -34.595 13.498 0.03 1.15 0.02
C 3.468 -34.885 12.237 1.15 -0.75 0.78
C 2.549 -36.084 12.412 -0.18 0.71 0.50
N 1.393 -35.725 13.265 -1.17 -0.95 -1.92
C 0.410 -34.934 12.483 0.29 0.47 0.40
C -0.928 -34.769 13.187 0.32 -0.33 -0.82
O -0.751 -34.119 14.401 -0.16 0.06 0.75
C -1.934 -34.116 15.211 0.67 -0.39 -0.51
H 5.736 -34.507 14.602 0.05 -0.08 0.12
H 6.036 -34.838 12.850 -0.17 0.55 0.02
H 5.367 -36.096 13.832 0.23 0.08 0.49
H 4.265 -35.194 11.547 -0.09 0.27 -0.19
H 3.037 -33.936 11.922 -0.48 -0.26 -0.39
H 3.053 -36.859 12.994 0.40 0.07 -0.28
H 2.298 -36.475 11.413 -0.37 -0.04 0.15
H 0.926 -36.625 13.405 0.14 0.18 0.62
H 0.219 -35.370 11.492 0.05 0.01 0.01
H 0.830 -33.931 12.358 -0.07 0.00 -0.14
H -1.400 -35.759 13.298 -0.07 0.03 0.24
H -1.558 -34.178 12.507 -0.18 0.02 0.12
H -2.719 -33.625 14.630 -0.25 -0.06 0.30
H -1.718 -33.602 16.143 0.14 0.25 -0.13
H -2.157 -35.166 15.434 -0.45 0.13 0.01
C 4.895 -31.796 15.196 -0.13 -0.53 -0.32
O 4.076 -32.627 15.987 0.32 -0.28 0.15
C 4.635 -32.934 17.264 0.27 0.51 0.17
C 3.485 -33.021 18.240 0.01 -0.26 -0.60
N 2.660 -34.165 17.924 -0.17 0.05 -0.58
C 1.603 -34.403 18.873 -0.37 -0.33 0.15
C 0.946 -35.741 18.621 0.84 -0.23 -1.10
O 0.523 -35.756 17.247 -0.93 0.48 0.31
C -0.207 -36.901 16.902 0.07 -0.83 -0.31
H 4.408 -31.735 14.224 -0.12 0.38 0.08
H 5.878 -32.250 15.012 0.08 0.04 0.23
H 5.015 -30.825 15.682 0.01 0.13 -0.19
H 5.300 -32.114 17.574 -0.15 0.09 -0.04
H 5.268 -33.829 17.243 -0.36 -0.21 -0.17
H 2.872 -32.136 18.035 0.05 0.17 0.54
H 3.876 -33.041 19.268 -0.10 0.04 0.03
H 3.192 -35.004 17.658 0.19 0.04 0.56
H 0.833 -33.632 18.764 0.18 0.22 0.17
H 1.991 -34.432 19.904 -0.11 0.15 0.02
H 0.097 -35.924 19.283 -0.01 -0.01 0.07
H 1.702 -36.532 18.679 -0.21 -0.13 0.58
H -1.138 -37.081 17.466 0.13 0.54 0.21
H 0.394 -37.813 17.027 0.09 0.15 -0.14
H -0.492 -36.805 15.850 0.15 -0.03 0.03
```
Forces are in eV/Å.

Computed properties:
Total charge: -2
Gap between HOMO and LUMO, eV: 5.89
E_tot, hartree: -2140.15336
HOMO level, eV: -1.80
F_max, hartree/bohr: 0.054
Energy relative to the best compared isomer or geometry (same formula, charge and spin), kJ/mol: 0.0
LUMO energy, eV: 4.089

Results of the Löwdin charge analysis, in e, for atoms 1 through 6:
1 Pb 1.6781
2 C -0.0199
3 C -0.4036
4 C -0.3824
5 O -0.0188
6 C -0.0186

=====

What is the formula in the second record? C3H11N2O

=====

What is the F_max in the first record? 0.022 hartree/bohr

=====

The highest F_max belongs to which entry? C3H11N2O